Here is a structure of composition C33H47F3O2RbS3SbSi2Te from the Open Molecules 2025 dataset. Energies are from the ωB97M-V functional and the def2-TZVPD basis.

Structure (ORCA input):
```
! RIJCOSX wB97M-V def2-TZVPD def2/J DEFGRID3
* xyz 0 1
Rb -0.23137 -1.37709 0.10320
C -1.71337 -6.04925 1.78162
C -2.87112 -5.48438 0.97470
S -2.48172 -3.96191 0.04254
C -2.51463 -4.53932 -1.68562
C -1.31901 -5.36614 -2.11922
S 0.24718 -4.42348 -1.99050
C 1.26355 -5.48093 -0.91426
C 0.79975 -5.59343 0.52467
S -0.45612 -6.90871 0.77548
H -2.09944 -6.81055 2.46107
H -1.20537 -5.27686 2.36088
H -3.68572 -5.21083 1.64897
H -3.24318 -6.21411 0.25652
H -2.56640 -3.62015 -2.27277
H -3.43754 -5.10482 -1.82272
H -1.45213 -5.64977 -3.16597
H -1.20646 -6.26707 -1.51755
H 2.23322 -4.98189 -0.93778
H 1.34468 -6.46076 -1.38848
H 0.38415 -4.65296 0.88845
H 1.64820 -5.87150 1.15168
O 0.71023 -2.44152 2.09358
C 1.79469 -1.88861 1.90016
O 2.10506 -1.17623 0.92575
H 2.59969 -2.04766 2.67053
F 3.92366 5.14479 -5.17050
C 3.58605 4.13525 -4.33466
C 4.31070 2.95882 -4.36905
C 3.95153 1.93104 -3.51238
C 2.88821 2.07306 -2.63453
C 2.18149 3.26724 -2.63094
C 2.51934 4.30952 -3.47279
Sb 2.24685 0.57966 -1.18434
C 3.79439 -0.82201 -1.64705
C 3.66504 -1.60028 -2.78853
C 4.59930 -2.57437 -3.09470
C 5.65998 -2.76316 -2.22821
F 6.57194 -3.72333 -2.51084
C 5.80758 -2.01145 -1.07772
C 4.86379 -1.03936 -0.79498
C 3.23408 1.68419 0.36009
C 4.50671 2.20238 0.16884
C 5.12858 2.93696 1.16379
C 4.44851 3.14743 2.34883
F 5.04231 3.87066 3.32624
C 3.17943 2.64548 2.56590
C 2.58006 1.91168 1.55834
H 5.13815 2.86156 -5.05499
H 4.51137 1.00490 -3.52854
H 1.35267 3.38748 -1.94448
H 1.97297 5.23999 -3.46832
H 2.82496 -1.44654 -3.45731
H 4.51747 -3.18292 -3.98294
H 6.64534 -2.19591 -0.42299
H 4.94951 -0.45713 0.11029
H 5.02223 2.03886 -0.76917
H 6.12020 3.34482 1.03533
H 2.68138 2.83041 3.50586
H 1.59117 1.49928 1.71876
C -4.21964 4.23608 -0.78009
Si -2.77829 4.83304 0.31855
C -3.17753 6.53464 1.07741
C -1.17299 4.93350 -0.70157
C -2.53184 3.56320 1.71416
Te -1.90176 1.66072 0.89579
C -2.65459 0.53493 2.58704
Si -4.47681 0.01551 2.36251
C -4.95376 -1.13506 3.80795
C -5.65405 1.52082 2.31659
C -4.63746 -0.93635 0.71489
H -4.32642 4.85741 -1.66361
H -5.16451 4.26948 -0.24572
H -4.06404 3.21222 -1.11125
H -3.33926 7.27783 0.30308
H -2.36181 6.88409 1.70266
H -4.07235 6.49666 1.69098
H -1.25018 5.67924 -1.48633
H -0.94747 3.97907 -1.17149
H -0.32704 5.20180 -0.07589
H -3.46109 3.38721 2.24587
H -1.78939 3.89681 2.43503
H -2.51073 1.15394 3.46897
H -2.01193 -0.34051 2.69415
H -4.91925 -0.61211 4.75831
H -4.27247 -1.97825 3.87388
H -5.95908 -1.52507 3.68721
H -5.57964 2.11120 3.22514
H -6.68461 1.19150 2.22793
H -5.44606 2.17017 1.47175
H -4.03990 -1.84535 0.73026
H -4.31079 -0.33357 -0.12998
H -5.66703 -1.22389 0.52862
*
```

The energy above the lowest of the compared OMol25 structures with the same formula, charge and spin comes out at 49.7 kJ/mol. For the gap between HOMO and LUMO, the calculation gives 8.1 eV. The value obtained for the total energy is -4041.69479 Eh.

Here is a structure of composition C18H24AuO4S from the Open Molecules 2025 dataset. Energies are from the ωB97M-V functional and the def2-TZVPD basis.

Structure (ORCA input):
```
! RIJCOSX wB97M-V def2-TZVPD def2/J DEFGRID3
* xyz 1 1
Au 0.19076 0.77911 1.84047
C 0.04577 1.47615 4.80082
O -0.33082 0.41043 3.90860
C -1.71948 0.03894 4.03728
C -1.89273 -1.39671 3.60105
O -1.36863 -1.55874 2.30318
C -0.80871 -2.83264 2.02946
C 0.21257 -2.68600 0.92443
O 1.28734 -1.82880 1.25590
C 2.17692 -2.36385 2.22005
H -0.14332 1.16156 5.82717
H -0.51822 2.38214 4.57493
H 1.10743 1.65202 4.65704
H -2.33701 0.72870 3.45790
H -1.99677 0.11955 5.09082
H -2.96300 -1.63299 3.61992
H -1.38692 -2.06008 4.30938
H -1.58525 -3.53522 1.70659
H -0.34627 -3.23930 2.93450
H -0.25884 -2.25086 0.04179
H 0.58424 -3.68270 0.65505
H 2.51727 -3.36121 1.92446
H 1.72083 -2.42133 3.21264
H 3.03367 -1.69563 2.26833
O 0.47682 1.45064 -0.10369
S -0.52485 0.98116 -1.17800
C -0.61711 2.34489 -2.29935
C -1.87709 2.75181 -2.70827
C -1.97892 3.80789 -3.60494
C -0.83200 4.44162 -4.05501
C 0.42559 4.02956 -3.62155
C 0.54278 2.96965 -2.74237
C 0.39742 -0.17653 -2.17716
C -0.20260 -0.68881 -3.32123
C 0.48529 -1.62591 -4.07149
C 1.75169 -2.04247 -3.67451
C 2.33303 -1.52169 -2.52969
C 1.65512 -0.57943 -1.76608
H -2.76337 2.25731 -2.33052
H -2.95222 4.13839 -3.94033
H -0.91368 5.26810 -4.74815
H 1.31306 4.53518 -3.97674
H 1.51096 2.63094 -2.39667
H -1.18576 -0.35418 -3.63010
H 0.03582 -2.02968 -4.96836
H 2.28562 -2.77448 -4.26538
H 3.31881 -1.84578 -2.22417
H 2.09480 -0.17074 -0.86802
*
```

The energy above the lowest of the compared OMol25 structures with the same formula, charge and spin comes out at 0.0 kJ/mol. For the gap between HOMO and LUMO, the calculation gives 9.5 eV. The value obtained for the total energy is -1534.81995 Eh.

Here is the molecule C5H8O from the Open Molecules 2025 dataset. Energies are from the ωB97M-V functional and the def2-TZVPD basis.

Structure (ORCA input):
```
! RIJCOSX wB97M-V def2-TZVPD def2/J DEFGRID3
* xyz 0 1
O 0.93238 -1.03504 -1.51354
C -0.05066 -0.78324 -0.52355
C 0.57126 -0.54574 0.87842
C 0.15842 0.85757 1.23704
C -0.56693 1.43083 0.28050
C -0.79301 0.51960 -0.89723
H 1.43269 -1.81216 -1.23116
H -0.76310 -1.62031 -0.48336
H 1.66462 -0.63474 0.81331
H 0.23123 -1.28206 1.61837
H 0.44580 1.32926 2.17296
H -0.96165 2.44290 0.32124
H -1.86093 0.34373 -1.07575
H -0.37731 0.92761 -1.82688
*
```

The energy above the lowest of the compared OMol25 structures with the same formula, charge and spin comes out at 74.7 kJ/mol. For the gap between HOMO and LUMO, the calculation gives 10.3 eV. The value obtained for the total energy is -270.52945 Eh.

What are the F_max values for these records? In order: 2.569, 0.220, 0.422 eV/A.